(1)
Here is a molecular structure, C30H28Cl48N2S from OMol25. Energies are from ωB97M-V/def2-TZVPD.

Computed properties:
**Total energy**: -646448.475 eV
**LUMO level**: -1.06 eV
**HOMO**: -8.68 eV
**Energy above the lowest of the compared OMol25 structures with the same formula, charge and spin**: 84.97 kcal/mol

Geometry as ORCA input:
```
! RIJCOSX wB97M-V def2-TZVPD def2/J DEFGRID3
* xyz 0 1
Cl 7.37 -2.92 2.07
Cl 4.57 -4.48 2.55
Cl -3.11 5.25 8.32
Cl 2.52 7.52 -8.12
Cl -1.56 4.81 0.93
Cl 2.42 10.02 -6.68
Cl 1.47 7.33 -1.95
Cl -2.36 -3.31 7.20
Cl -8.12 -4.19 6.07
Cl -0.14 -4.59 5.84
Cl -6.58 -6.53 5.36
Cl -6.84 7.70 -1.94
Cl 3.78 0.70 -4.32
Cl 7.04 -2.52 -0.78
Cl -2.01 5.66 -1.80
Cl 1.68 10.14 -2.63
Cl -4.42 8.13 -3.47
Cl 4.48 -3.35 -9.31
Cl 1.01 8.19 -4.67
Cl -3.94 6.33 0.26
Cl 4.30 9.68 -8.85
Cl -5.86 5.64 -3.72
Cl 1.84 -2.79 -8.24
Cl -0.91 8.84 -2.61
Cl 2.88 -5.49 -8.20
Cl -2.75 2.98 5.23
Cl -4.69 6.99 6.63
Cl -7.32 -6.08 8.12
Cl -5.34 -4.38 6.86
Cl 5.20 -5.35 5.24
Cl -0.91 2.66 3.02
Cl 6.08 2.12 -5.38
Cl -2.32 8.01 7.94
Cl -3.76 2.83 2.52
Cl -1.80 -2.70 4.42
Cl 8.33 -4.92 0.21
Cl -2.07 6.12 5.76
Cl 4.02 -3.47 -6.46
Cl 2.72 -3.94 4.71
Cl 5.24 -2.53 4.58
Cl -2.65 0.47 3.77
Cl 9.68 -2.37 0.41
Cl 4.97 -0.16 -6.79
Cl 3.50 2.34 -6.68
Cl -6.98 8.07 -4.81
Cl -1.34 7.62 0.24
Cl 1.47 9.89 -9.40
Cl -2.86 -5.30 5.15
S 1.04 -0.70 -5.49
N 1.76 -1.96 -4.67
N 1.08 0.54 -4.34
C 3.31 -3.78 -8.05
C 0.37 -0.15 1.38
C -1.52 -5.88 0.98
C -3.05 6.59 7.16
C -3.39 -4.15 0.36
C 3.03 -1.68 -0.99
C -0.11 -5.22 0.70
C -6.84 -5.29 6.60
C 8.10 -3.18 0.48
C 2.12 -1.54 -3.39
C 4.59 1.25 -5.79
C -6.03 7.39 -3.48
C 2.81 0.53 0.55
C -2.61 -4.85 1.55
C -1.42 -1.92 0.55
C 0.60 -4.71 2.03
C 4.43 -4.08 4.27
C 2.68 9.28 -8.26
C 0.81 8.62 -2.96
C 2.76 -2.31 -2.29
C 2.61 -0.23 -0.82
C -2.52 2.24 3.63
C -0.62 -0.57 0.22
C -3.98 -2.72 0.67
C -2.21 6.11 -0.09
C -2.91 -1.57 0.96
C 1.70 -0.07 -3.26
C 1.99 0.54 -1.91
C 1.35 1.04 1.00
C -1.79 -3.98 5.66
H -1.33 -2.56 -0.37
H -1.39 -6.66 1.79
H 1.70 1.62 -1.79
H 3.04 -3.38 -2.50
H -0.29 0.23 2.22
H 3.52 -2.24 -0.15
H -3.23 -0.67 0.34
H 0.98 -1.00 1.78
H -4.57 -2.40 -0.24
H -0.84 -2.39 1.41
H 0.93 1.75 0.25
H 3.40 1.46 0.32
H 1.54 1.63 1.96
H -1.87 -6.41 0.06
H -0.19 -4.39 -0.06
H 1.28 -3.85 1.75
H -2.18 -4.13 2.29
H 3.26 -0.12 1.34
H -0.07 -0.74 -0.76
H -2.77 -4.19 -0.59
H 1.24 -5.50 2.52
H -1.33 0.29 0.01
H 0.60 -5.98 0.26
H -4.29 -4.82 0.14
H -3.37 -5.49 2.10
H -0.13 -4.33 2.80
H -4.67 -2.77 1.57
H -2.99 -1.23 2.03
*
```

=====

(2)
Here is a gas-phase ion, CH4NO (charge -1) from OMol25. Energies are from ωB97M-V/def2-TZVPD.

Computed properties:
**Total energy**: -4636.732 eV
**LUMO level**: 5.03 eV
**HOMO**: -1.22 eV
**SMILES string**: CN[O-]
**Energy above the lowest of the compared OMol25 structures with the same formula, charge and spin**: 52.27 kcal/mol

Geometry as ORCA input:
```
! RIJCOSX wB97M-V def2-TZVPD def2/J DEFGRID3
* xyz -1 1
O 2.24 -0.34 -0.22
N 1.16 0.54 0.20
C -0.06 -0.19 0.20
H -0.89 0.42 0.52
H -0.31 -0.70 -0.71
H 1.07 1.14 -0.69
H 0.15 -0.83 0.97
*
```

=====

(3)
Here is C3H3IN2O in the gas phase from OMol25. Energies are from ωB97M-V/def2-TZVPD.

Computed properties:
**Total energy**: -16285.584 eV
**LUMO level**: 0.31 eV
**HOMO**: -9.48 eV
**SMILES string**: ICc1ncon1
**Energy above the lowest of the compared OMol25 structures with the same formula, charge and spin**: 32.57 kcal/mol

Geometry as ORCA input:
```
! RIJCOSX wB97M-V def2-TZVPD def2/J DEFGRID3
* xyz 0 1
I 2.72 -0.94 0.49
O -1.81 1.04 0.11
N -1.11 0.69 -0.92
N -0.24 -0.12 1.01
C -0.05 -0.04 -0.29
C 1.08 -0.72 -0.89
C -1.25 0.69 1.27
H 0.70 -1.57 -1.33
H 1.56 -0.12 -1.61
H -1.61 1.08 2.17
*
```